Entry 1:
Here is one molecule with the formula C5H10O2 from the Open Molecules 2025 dataset. Energies are from ωB97M-V/def2-TZVPD.

Geometry as XYZ:
```
17
C5H10O2 ωB97M-V/def2-TZVPD
C -2.07489 -0.19688 -0.22943
C -0.60698 -0.54771 -0.39818
O 0.09156 0.48509 -1.12030
C 0.16852 -0.72119 0.91016
C 1.58559 -0.34846 0.48163
C 1.28473 0.82326 -0.44634
O 1.03496 1.98871 0.30809
H -2.59638 -1.03175 0.25295
H -2.19923 0.69013 0.40209
H -2.55406 -0.00538 -1.19445
H -0.51926 -1.45804 -1.00706
H 0.19174 2.28579 -0.06040
H -0.18351 0.00110 1.65628
H 0.07096 -1.72976 1.32168
H 2.04830 -1.16601 -0.08558
H 2.24550 -0.06940 1.30729
H 2.06376 1.01690 -1.19590
```

Properties
- ΔE to the lowest compared entry with this formula, charge and spin: 21.1 kcal/mol
- SMILES: C[C@@H]1CC[C@H](O)O1
- LUMO energy: 1.0 eV
- Total charge: 0
- Frontier orbital gap: 11.19 eV
- E: -346.9919 hartree

Entry 2:
Here is a 2-piece molecular cluster, C5H10O2S overall at a distorted geometry from the Open Molecules 2025 dataset. Energies are from ωB97M-V/def2-TZVPD.

Geometry as XYZ:
```
18
C5H10O2S ωB97M-V/def2-TZVPD
C -1.38039 1.54550 -0.01409
C -0.19737 0.92315 0.62811
C 0.48819 -0.87589 1.40219
C 0.72018 -0.26346 -0.00101
C 0.14703 -0.96490 -1.11105
H -1.46715 2.42350 0.94154
H -1.02913 2.00536 -1.19661
H -2.38865 0.84804 -0.31412
H 0.44605 1.62148 1.16676
H 1.24237 -0.56867 2.06568
H 0.20751 -1.87681 1.51435
H 2.49390 -0.34047 -2.11984
H 0.86527 -1.97916 -1.12501
H 0.44512 -0.20443 -2.03160
H -0.97717 -1.31385 0.10876
O -0.76335 -0.04276 1.51702
O -1.13630 -1.35706 -0.99726
S 2.28389 0.42042 -0.43384
```

Properties
- ΔE to the lowest compared entry with this formula, charge and spin: 172.2 kcal/mol
- LUMO energy: -0.5 eV
- Total charge: 0
- Frontier orbital gap: 8.78 eV
- E: -744.9171 hartree

Entry 3:
Here is one molecule with the formula C5H10O3 at a distorted geometry from the Open Molecules 2025 dataset. Energies are from ωB97M-V/def2-TZVPD.

Geometry as XYZ:
```
18
C5H10O3 ωB97M-V/def2-TZVPD
C -1.82607 0.81185 0.75954
C 0.09990 -0.28002 0.14254
C 0.56170 -0.55578 1.60698
C 0.44177 -1.28898 -0.93928
C 1.02806 0.81314 -1.66339
H -2.84077 0.83242 0.48670
H -1.69147 0.65313 1.82265
H -1.50660 1.80802 0.71772
H -0.02666 -1.34220 2.06393
H 1.53133 -1.01497 1.47902
H 0.52726 0.43913 2.05612
H 1.16502 -2.05613 -0.62252
H -0.44442 -1.66702 -1.45472
H 1.93380 1.36400 -1.92996
H 0.26683 1.26177 -2.28446
O -1.19047 -0.16814 0.00212
O 1.19303 -0.55992 -1.96376
O 0.77777 0.94971 -0.27923
```

Properties
- ΔE to the lowest compared entry with this formula, charge and spin: 51.9 kcal/mol
- SMILES: CO[C@@]1(C)COCO1
- LUMO energy: 0.9 eV
- Total charge: 0
- Frontier orbital gap: 10.55 eV
- E: -422.1739 hartree

Entry 4:
Here is one molecule with the formula C5H10OS at a distorted geometry from the Open Molecules 2025 dataset. Energies are from ωB97M-V/def2-TZVPD.

Geometry as XYZ:
```
17
C5H10OS ωB97M-V/def2-TZVPD
C -0.48802 0.27768 -0.15884
C 1.75174 -0.78362 -0.97553
C 1.66251 0.42159 1.14439
C -3.18964 0.40802 -0.14832
C 0.81702 -0.41228 0.19638
O -0.60614 1.29864 -0.75536
S -1.87047 -0.65982 0.41590
H 2.17579 0.05328 -1.48915
H 1.35018 -1.52497 -1.68956
H 2.58289 -1.33978 -0.47326
H 1.80553 1.43058 0.66186
H 2.52042 -0.11092 1.17964
H 1.32391 0.55719 2.15819
H -3.70005 -0.22495 -0.84508
H -2.69401 1.34124 -0.36313
H -3.99464 0.59489 0.50338
H 0.55297 -1.32677 0.63850
```

Properties
- ΔE to the lowest compared entry with this formula, charge and spin: 11.5 kcal/mol
- SMILES: CSC(=O)C(C)C
- LUMO energy: 0.8 eV
- Total charge: 0
- Frontier orbital gap: 10.14 eV
- E: -669.9181 hartree

Entry 5:
Here is one molecule with the formula C5H10OS at a distorted geometry from the Open Molecules 2025 dataset. Energies are from ωB97M-V/def2-TZVPD.

Geometry as XYZ:
```
17
C5H10OS ωB97M-V/def2-TZVPD
C -1.77200 0.69516 0.27867
C -0.01279 -1.00619 1.09329
C -0.27634 -0.49842 -1.38095
C 0.86296 1.13167 0.17587
C -0.11905 0.07268 0.05388
O -2.21029 1.80676 0.22991
S 2.58587 0.50132 0.48208
H -2.41801 -0.23711 0.38508
H 0.95362 -1.36068 1.28671
H -0.38543 -0.41375 1.96652
H -0.75893 -1.68400 0.83933
H -0.64157 0.32075 -2.03213
H 0.77678 -0.73822 -1.63545
H -0.90956 -1.38507 -1.61352
H 0.70658 1.89350 0.86002
H 1.11368 1.54037 -0.78571
H 2.50448 -0.63879 -0.20359
```

Properties
- ΔE to the lowest compared entry with this formula, charge and spin: 43.0 kcal/mol
- SMILES: CC(C)(C=O)CS
- LUMO energy: 0.7 eV
- Total charge: 0
- Frontier orbital gap: 9.74 eV
- E: -669.8679 hartree

Entry 6:
Here is one molecule with the formula C5H10OS at a distorted geometry from the Open Molecules 2025 dataset. Energies are from ωB97M-V/def2-TZVPD.

Geometry as XYZ:
```
17
C5H10OS ωB97M-V/def2-TZVPD
C 0.05715 -1.54590 0.75433
C 1.54866 -0.66535 -0.42819
C -0.03280 -0.07223 0.14318
C -1.13054 -0.01994 -1.03476
C -0.23755 1.04430 1.07380
O 1.35419 -1.82077 0.27262
S 3.00383 0.31210 0.06489
H 0.11869 -1.59854 1.86350
H -0.71259 -2.20846 0.30023
H 1.60187 -0.82048 -1.44380
H -0.94324 -0.89277 -1.74852
H -1.07261 0.99111 -1.49514
H -2.11168 -0.05687 -0.54780
H 0.40553 1.96485 0.81074
H -0.00002 0.96733 2.11422
H -1.32933 1.31919 1.00370
H 2.97029 1.28110 -0.81821
```

Properties
- ΔE to the lowest compared entry with this formula, charge and spin: 52.6 kcal/mol
- SMILES: CC1(C)CO[C@@H]1S
- LUMO energy: 0.8 eV
- Total charge: 0
- Frontier orbital gap: 9.55 eV
- E: -669.8527 hartree

Entry 7:
Here is one molecule with the formula C5H10OS2 at a distorted geometry from the Open Molecules 2025 dataset. Energies are from ωB97M-V/def2-TZVPD.

Geometry as XYZ:
```
18
C5H10OS2 ωB97M-V/def2-TZVPD
C -2.42655 -0.79203 0.69649
C -0.17714 0.23750 -0.52358
C -0.16474 2.61307 -0.36672
C 1.04577 -0.09488 0.28134
C 0.94493 0.00210 1.77626
H -1.89739 -0.58502 1.62378
H -3.06497 0.06879 0.49044
H -3.10751 -1.65121 0.84638
H 0.17269 0.32617 -1.56852
H 0.36062 2.49142 -1.28285
H -0.96375 3.35660 -0.41376
H 0.54295 2.89922 0.39306
H 0.40711 0.87300 2.15413
H 1.89661 -0.05559 2.27156
H 0.34868 -0.85624 2.09849
O -0.82742 1.37232 -0.05429
S -1.30805 -1.11554 -0.66993
S 2.34497 -0.73698 -0.41514
```

Properties
- ΔE to the lowest compared entry with this formula, charge and spin: 25.5 kcal/mol
- SMILES: CO[C@H](SC)C(C)=S
- LUMO energy: -0.2 eV
- Total charge: 0
- Frontier orbital gap: 8.45 eV
- E: -1068.0755 hartree

Entry 8:
Here is one molecule with the formula C5H10OSi at a distorted geometry from the Open Molecules 2025 dataset. Energies are from ωB97M-V/def2-TZVPD.

Geometry as XYZ:
```
17
C5H10OSi ωB97M-V/def2-TZVPD
C 0.47050 2.28431 -0.23537
C 1.08978 1.14214 -0.24908
C 1.42491 -1.20929 -0.72656
C 0.97554 -1.26876 0.71015
C 0.44456 -0.20929 -0.23458
O -0.80506 -0.24992 -0.73339
Si -2.23370 -0.29830 0.02979
H 1.03461 3.27339 -0.09407
H -0.54648 2.21067 -0.37635
H 2.07419 1.23078 0.07779
H 2.42509 -0.89541 -1.06869
H 0.98742 -2.13917 -1.30979
H 0.22898 -2.00542 1.02314
H 1.63700 -0.85247 1.47431
H -2.91196 -1.20317 -1.01608
H -3.13834 0.78522 0.38004
H -1.97948 -0.94822 1.27560
```

Properties
- ΔE to the lowest compared entry with this formula, charge and spin: 36.1 kcal/mol
- LUMO energy (spin up / spin down): 0.9 / -2.2 eV
- Total charge: 0
- 2S+1: 3
- Frontier orbital gap (spin up / spin down): 5.84 / 8.04 eV
- E: -560.9872 hartree